An isolated ion of composition C2HClNOS2 and charge -1. Source: the Open Molecules 2025 dataset; level of theory: ωB97M-V with the def2-TZVPD basis set.

max |F|: 7.83 eV Å⁻¹
E_HOMO: -0.168 Ha
total charge: -1
energy above the lowest of the compared OMol25 structures with the same formula, charge and spin: 83.0 kcal/mol
HOMO-LUMO gap: 7.64 eV

Structure (XYZ):
```
8
C2HClNOS2, DFT ωB97M-V with the def2-TZVPD basis set
N 2.268 -0.649 -0.242
Cl 3.988 0.699 1.234
S 0.028 0.462 -0.715
S 0.162 -2.098 0.750
C 1.016 -0.825 0.035
H -0.841 0.062 0.255
O 4.547 -0.503 -1.370
C 3.442 -0.198 -0.112
```

natural (NBO) population analysis, charges in e, atoms 1 to 6:
1. N -0.52
2. Cl -0.01
3. S -0.03
4. S -0.29
5. C 0.00
6. H 0.16

---

C13H17IN2Os as an isolated structure. Source: the Open Molecules 2025 dataset; level of theory: ωB97M-V with the def2-TZVPD basis set.

max |F|: 6.83 eV Å⁻¹
2S+1: 5
expectation value of S²: 6.06
E_HOMO (alpha / beta): -0.506 / -0.538 Ha
total charge: +2
energy above the lowest of the compared OMol25 structures with the same formula, charge and spin: 0.0 kcal/mol
HOMO-LUMO gap (alpha / beta): 5.51 / 2.79 eV

Structure (XYZ):
```
34
C13H17IN2Os, DFT ωB97M-V with the def2-TZVPD basis set
C -2.194 1.738 -0.007
N 0.812 -0.735 -0.311
C -0.269 -1.144 -1.054
C -2.647 -0.445 -1.624
C 1.876 -2.855 -0.821
H -4.203 2.332 -0.413
H -2.750 -1.335 -2.239
C 1.875 -1.585 -0.244
C 2.493 1.298 0.614
C 1.983 2.857 0.651
H 0.747 -4.280 -2.001
C 0.772 -3.283 -1.557
C -3.445 1.578 -0.607
C -0.302 -2.406 -1.691
Os 0.661 0.887 1.167
H 2.808 0.730 1.589
H 0.635 -1.390 2.648
C -0.214 -0.782 2.281
C -1.403 -0.228 -0.993
H -0.848 -0.511 3.152
I 0.059 2.139 3.271
C -3.684 0.458 -1.410
H -0.847 -1.479 1.677
H 3.577 1.507 0.431
H 2.757 -3.471 -0.673
H 2.722 -1.205 0.328
H 2.484 3.391 1.484
H -1.937 2.585 0.636
H 0.876 3.066 0.680
H 2.358 0.797 -0.392
H 2.312 3.308 -0.316
H -1.205 -2.670 -2.236
N -1.196 0.838 -0.161
H -4.663 0.297 -1.857
```

natural (NBO) population analysis, charges in e, atoms 1 to 6:
1. C 0.14
2. N -0.48
3. C 0.20
4. C -0.07
5. C -0.11
6. H 0.27

---

An isolated ion of composition C5H7N2OS and charge -1. Source: the Open Molecules 2025 dataset; level of theory: ωB97M-V with the def2-TZVPD basis set.

max |F|: 1.60 eV Å⁻¹
E_HOMO (alpha / beta): -0.134 / -0.134 Ha
total charge: -1
energy above the lowest of the compared OMol25 structures with the same formula, charge and spin: 46.9 kcal/mol
HOMO-LUMO gap (alpha / beta): 7.17 / 7.18 eV

Structure (XYZ):
```
16
C5H7N2OS, DFT ωB97M-V with the def2-TZVPD basis set
O -1.533 -1.677 1.118
H 1.701 -0.579 -3.029
H -0.784 -2.128 -0.617
C 1.303 -0.889 -2.057
H 1.677 2.034 0.122
C -0.129 -0.114 -0.320
H 0.520 2.870 1.176
C 0.622 2.261 0.278
H -0.752 0.941 1.347
N -1.882 -1.060 2.302
C -0.159 1.005 0.441
N 0.507 -0.025 -1.543
C -0.838 -1.302 0.088
H 0.277 2.838 -0.581
S 1.889 -2.367 -1.484
H -2.419 -1.807 2.757
```

natural (NBO) population analysis, charges in e, atoms 1 to 6:
1. O -0.25
2. H 0.15
3. H 0.20
4. C -0.04
5. H 0.22
6. C 0.02

---

C33H47BrIMnNO6PSi as an isolated structure. Source: the Open Molecules 2025 dataset; level of theory: ωB97M-V with the def2-TZVPD basis set.

max |F|: 1.19 eV Å⁻¹
2S+1: 5
expectation value of S²: 6.12
E_HOMO (alpha / beta): -0.076 / -0.091 Ha
total charge: -2
energy above the lowest of the compared OMol25 structures with the same formula, charge and spin: 0.0 kcal/mol
HOMO-LUMO gap (alpha / beta): 6.35 / 6.75 eV

Structure (XYZ):
```
92
C33H47BrIMnNO6PSi, DFT ωB97M-V with the def2-TZVPD basis set
H 2.695 3.391 2.957
Mn -0.099 1.201 -0.958
C 0.776 5.667 0.993
O -3.100 -2.096 -2.146
H 2.834 2.353 5.192
C -4.078 -1.377 -2.900
H 1.371 7.700 0.632
C 4.486 2.080 -0.262
H -4.632 -0.437 2.355
C 7.153 1.842 -1.046
C -5.002 -1.407 2.014
H 5.263 2.909 1.560
C 0.666 -2.608 -1.586
H -4.400 0.553 -3.811
H -4.484 -3.169 -4.028
H -4.881 -4.094 1.533
C 3.291 4.968 0.051
H -5.110 -3.244 -0.014
H -0.510 -0.491 3.855
C -0.259 -3.608 -0.893
H -5.787 -1.237 1.271
C -4.204 -2.128 -4.217
C 0.258 0.992 -3.009
I -0.340 2.404 -4.532
Si -2.209 -1.597 -0.817
H 0.193 -2.183 -2.479
H -2.569 -1.612 3.039
H -1.339 -4.248 -2.640
H -4.961 -1.665 -4.860
H -2.692 0.102 -3.658
H 2.978 -0.108 5.409
C -0.662 0.357 3.187
H -3.195 -3.272 3.157
C 2.411 3.968 0.465
H -3.572 -4.060 0.324
H -3.244 -2.113 -4.740
H -0.157 1.244 3.579
C -3.852 -2.194 1.399
C 2.934 0.349 4.427
C -0.702 -4.694 -1.870
C 1.144 4.330 0.927
H 2.940 -1.527 3.375
C -4.387 -3.483 0.770
H 3.979 1.221 -2.132
C 0.457 -4.207 0.309
H 1.588 -3.117 -1.886
H -5.297 -0.970 -1.164
H -1.279 -5.462 -1.344
H 2.781 -0.481 1.141
C 2.846 0.138 2.029
H 3.614 7.078 -0.208
H -6.171 -0.843 -2.708
C 5.510 2.499 0.585
C 6.137 1.418 -1.892
H 0.419 3.558 1.170
H -0.198 -4.929 0.809
H 6.381 0.991 -2.858
H -1.727 0.590 3.106
H 1.378 -4.717 0.003
H 1.325 0.947 -3.164
C 2.852 1.729 4.306
Br -1.674 3.118 -0.988
C 2.774 1.526 1.896
H -1.888 -2.872 2.010
H 8.189 1.745 -1.349
C 4.805 1.541 -1.502
C 6.839 2.386 0.195
N 1.843 1.523 -0.887
H -3.565 0.649 -2.243
H -0.210 0.066 -3.325
C 2.767 2.314 3.044
H 0.698 -3.405 1.012
O -3.297 -1.336 0.413
H 7.631 2.713 0.861
H -5.431 -1.947 2.866
C -5.413 -1.411 -2.157
C 2.924 -0.447 3.286
C 1.667 6.657 0.597
P 2.701 2.183 0.178
C 2.924 6.308 0.123
C -2.810 -2.511 2.469
H 0.163 -5.166 -2.347
H -5.759 -2.444 -2.044
H 0.909 -1.786 -0.912
H -0.229 5.926 1.309
O -1.437 -2.995 -0.374
O 0.324 -1.068 1.550
O -1.304 -0.361 -1.101
C -0.131 0.050 1.801
H 4.267 4.700 -0.336
C -3.662 0.067 -3.164
O -0.176 1.072 1.016
```

Löwdin population analysis, charges in e, atoms 1 to 6:
1. H 0.09
2. Mn 0.44
3. C -0.09
4. O -0.11
5. H 0.09
6. C -0.65

---

A single C21H20N6O3S3 molecule. Source: the Open Molecules 2025 dataset; level of theory: ωB97M-V with the def2-TZVPD basis set.

max |F|: 1.74 eV Å⁻¹
E_HOMO: -0.304 Ha
HOMO-LUMO gap: 8.74 eV

Structure (XYZ):
```
53
C21H20N6O3S3, DFT ωB97M-V with the def2-TZVPD basis set
H 1.759 4.820 -2.498
C -0.167 -0.955 -1.122
H -4.231 1.537 1.837
S -1.801 -0.951 -0.548
C -4.769 -0.221 0.748
C 2.078 2.767 0.746
C -4.959 -2.966 -0.710
H 3.523 -2.994 -2.267
C -5.503 -1.583 -1.031
H -0.228 4.424 -1.082
C -1.790 0.813 -0.760
C 2.042 -1.730 -1.520
C 2.940 -2.799 1.029
C 0.850 3.298 0.374
C 3.188 2.970 -0.060
O -5.576 -0.681 1.508
O 4.373 -4.151 -0.319
C -3.756 0.832 1.154
O -4.641 -0.558 -0.530
C 2.189 1.973 2.025
H -6.496 -1.451 -0.590
C 3.513 -3.300 -0.289
C 0.739 -2.000 -1.129
H 3.420 -0.297 -2.314
H -3.954 -3.076 -1.110
H 0.448 -2.986 -0.806
H 1.861 -2.922 1.094
H -5.604 -3.721 -1.151
N -0.398 -0.354 2.077
N 3.027 -2.739 -1.422
H 3.943 3.878 -1.842
N -0.732 1.302 -1.291
H 1.848 2.577 2.872
N 1.354 0.804 1.979
H -5.546 -1.412 -2.108
H 3.435 -3.336 1.838
C 2.403 -0.462 -1.989
C 1.847 4.244 -1.589
N 0.568 -1.201 1.749
S -3.097 1.814 -0.232
N 0.041 0.826 2.215
C 1.500 0.576 -1.994
C 1.670 -0.480 1.677
H -4.929 -3.113 0.366
C 3.073 3.715 -1.221
H -2.917 0.356 1.669
H 3.217 1.644 2.195
C 0.213 0.351 -1.513
H 1.775 1.565 -2.320
C 0.733 4.029 -0.794
S 3.261 -1.015 1.276
H -0.016 3.128 0.996
H 4.143 2.550 0.223
```

natural (NBO) population analysis, charges in e, atoms 1 to 6:
1. H 0.22
2. C -0.24
3. H 0.26
4. S 0.40
5. C 0.79
6. C 0.03